(w)
DFT (the ωB97M-V functional and the def2-TZVPD basis) results for a single C4H6O molecule.

Last column: natural (NBO) charge in e.
Geometry (Å):
C1 -0.17 -1.16 0.18  -0.09
O1 -1.27 -0.24 -0.12  -0.58
C2 -0.62 1.37 -0.02  -0.27
C3 0.76 0.97 -0.15  -0.24
C4 1.06 -0.34 -0.05  -0.35
H1 -0.29 -1.50 1.22  0.18
H2 -0.29 -2.02 -0.49  0.19
H3 -1.68 0.13 0.72  0.54
H4 -1.06 1.82 -0.92  0.17
H5 1.51 1.75 -0.29  0.23
H6 2.05 -0.78 -0.09  0.22

Computed properties:
Kohn-Sham gap (eV): 8.166
E_LUMO (eV): 0.898


(x)
DFT (the ωB97M-V functional and the def2-TZVPD basis) results for a single C4H6O molecule.

Last column: natural (NBO) charge in e.
Geometry (Å):
C1 -0.46 0.48 0.08  -0.52
C2 0.99 0.77 0.21  0.11
C3 -1.60 -0.43 0.27  0.23
C4 2.14 -0.25 -0.13  -0.75
O1 -2.86 -0.01 0.11  -0.64
H1 -0.87 1.54 -0.09  0.22
H2 -1.69 -1.38 0.89  0.19
H3 2.68 0.26 -1.02  0.25
H4 1.88 -1.27 -0.53  0.19
H5 2.60 -0.34 0.82  0.24
H6 -2.82 0.64 -0.60  0.48

Computed properties:
Kohn-Sham gap (spin up / spin down) (eV): 7.262 / 7.667
E_LUMO (spin up / spin down) (eV): -0.358 / -0.402


Least stable structure: (x)


(w)
DFT (the ωB97M-V functional and the def2-TZVPD basis) results for a single C4H6O molecule.

Last column: natural (NBO) charge in e.
Geometry (Å):
O1 1.94 0.35 0.11  -0.46
C1 1.44 -0.44 -0.85  0.06
C2 0.39 0.16 0.44  -0.08
C3 -0.75 0.97 -0.04  -0.43
C4 -0.94 -0.54 0.00  -0.34
H1 1.85 -1.48 -0.71  0.09
H2 0.52 0.04 1.51  0.23
H3 -1.27 1.58 0.69  0.22
H4 -0.67 1.41 -1.03  0.25
H5 -1.51 -0.97 0.82  0.21
H6 -0.99 -1.07 -0.94  0.24

Computed properties:
Kohn-Sham gap (eV): 8.354
E_LUMO (eV): 0.587


(x)
DFT (the ωB97M-V functional and the def2-TZVPD basis) results for a single C4H6O molecule.

Last column: natural (NBO) charge in e.
Geometry (Å):
C1 -1.49 0.90 -0.50  -0.25
O1 -0.24 1.39 -0.04  -0.53
C2 1.21 -1.62 0.90  -0.45
C3 1.09 -0.51 0.24  0.01
C4 0.85 0.63 -0.37  0.04
H1 -1.41 -0.14 -0.82  0.18
H2 -1.84 1.52 -1.34  0.18
H3 -2.22 0.97 0.32  0.19
H4 1.74 -1.64 1.85  0.22
H5 0.77 -2.55 0.55  0.22
H6 1.51 1.06 -1.13  0.19

Computed properties:
Kohn-Sham gap (eV): 10.326
Structure (SMILES): C=C=COC
E_LUMO (eV): 1.039


(y)
DFT (the ωB97M-V functional and the def2-TZVPD basis) results for a molecular structure, C4H6O.

Last column: natural (NBO) charge in e.
Geometry (Å):
C1 0.47 1.13 0.28  -0.45
C2 -0.52 0.05 0.56  -0.29
C3 -0.87 -0.68 -0.71  -0.06
O1 0.51 -0.87 -1.05  -0.52
C4 0.92 -0.28 0.17  0.09
H1 0.81 1.68 1.15  0.23
H2 0.39 1.70 -0.63  0.22
H3 -0.73 -0.29 1.56  0.23
H4 -1.42 -0.11 -1.47  0.18
H5 -1.37 -1.64 -0.55  0.18
H6 1.80 -0.70 0.67  0.20

Computed properties:
Kohn-Sham gap (eV): 10.204
E_LUMO (eV): 1.200


Least stable structure: (w)


(w)
DFT (the ωB97M-V functional and the def2-TZVPD basis) results for a single C8H6N2O molecule.

Last column: natural (NBO) charge in e.
Geometry (Å):
C1 -0.79 2.32 0.86  0.58
C2 -0.91 1.29 1.88  -0.25
C3 -0.53 0.02 1.73  -0.19
C4 -0.12 -0.39 0.45  -0.18
C5 0.56 -1.58 0.25  0.09
C6 0.68 -1.09 -2.04  0.01
C7 0.23 0.13 -1.91  -0.26
C8 -0.12 0.64 -0.61  0.27
H1 -1.43 1.82 2.76  0.24
H2 -0.44 -0.69 2.61  0.21
H3 0.65 -2.39 0.94  0.21
H4 1.54 -2.80 -1.12  0.43
H5 1.04 -1.53 -2.98  0.22
H6 0.20 0.81 -2.68  0.24
N1 0.93 -1.93 -0.97  -0.50
N2 -0.50 1.92 -0.40  -0.52
O1 -0.99 3.45 1.22  -0.59

Computed properties:
Kohn-Sham gap (eV): 8.224
Structure (SMILES): O=c1ccc2c[nH]ccc-2n1
E_LUMO (eV): -0.042


(x)
DFT (the ωB97M-V functional and the def2-TZVPD basis) results for a single C8H6N2O molecule.

Last column: natural (NBO) charge in e.
Geometry (Å):
C1 -0.05 -1.83 -0.89  0.62
C2 -0.97 0.63 -1.65  0.01
C3 -0.35 0.55 -0.36  -0.07
C4 -0.13 1.74 0.46  -0.19
C5 0.49 1.64 1.66  -0.20
C6 1.04 0.41 2.04  -0.19
C7 1.00 -0.68 1.15  -0.15
C8 0.20 -0.66 -0.01  -0.13
H1 -1.03 -2.40 -2.46  0.40
H2 -1.35 1.59 -1.87  0.20
H3 -0.60 2.74 0.28  0.22
H4 0.60 2.51 2.27  0.22
H5 1.49 0.27 2.98  0.22
H6 1.48 -1.61 1.40  0.23
N1 -0.91 -1.59 -1.90  -0.41
N2 -1.30 -0.39 -2.39  -0.18
O1 0.38 -2.93 -0.69  -0.60

Computed properties:
Kohn-Sham gap (eV): 8.943
Structure (SMILES): O=c1[nH]ncc2ccccc12
E_LUMO (eV): 0.051


Least stable structure: (w)


(w)
DFT (the ωB97M-V functional and the def2-TZVPD basis) results for a single C8H6N2O molecule.

Last column: natural (NBO) charge in e.
Geometry (Å):
C1 1.16 0.62 0.88  0.30
C2 1.67 1.46 -0.08  -0.27
C3 1.27 1.50 -1.44  -0.17
C4 0.24 0.59 -1.69  -0.22
C5 -0.32 -0.16 -0.83  0.09
C6 -2.03 -1.73 -0.28  -0.02
C7 -1.62 -1.69 1.06  -0.01
C8 -0.10 0.07 0.62  0.09
H1 1.10 -0.34 2.60  0.52
H2 2.29 2.36 0.16  0.22
H3 1.77 2.39 -1.91  0.24
H4 0.13 0.47 -2.88  0.22
H5 -2.87 -2.38 -0.68  0.22
H6 -2.19 -2.18 1.88  0.21
N1 -1.34 -0.91 -1.10  -0.36
N2 -0.73 -0.67 1.57  -0.42
O1 1.55 0.60 2.12  -0.65

Computed properties:
Kohn-Sham gap (eV): 7.517
Structure (SMILES): Oc1cccc2nccnc12
E_LUMO (eV): -0.826


(x)
DFT (the ωB97M-V functional and the def2-TZVPD basis) results for a single C8H6N2O molecule.

Last column: natural (NBO) charge in e.
Geometry (Å):
C1 0.08 -2.58 1.13  -0.16
C2 -1.22 -2.43 1.61  -0.22
C3 -2.01 -1.30 1.27  0.01
C4 -0.23 -0.40 0.19  0.12
C5 0.54 -1.46 0.42  -0.24
C6 0.28 0.83 -0.63  0.50
C7 0.75 2.40 -1.99  -0.12
C8 1.68 2.44 -1.00  0.06
H1 0.60 -3.37 1.31  0.20
H2 -1.73 -3.43 2.33  0.22
H3 -3.07 -1.01 1.68  0.21
H4 1.56 -1.84 -0.01  0.24
H5 0.68 2.85 -2.86  0.21
H6 2.55 3.05 -0.70  0.22
N1 -1.53 -0.24 0.67  -0.37
N2 -0.08 1.32 -1.70  -0.44
O1 1.44 1.41 -0.06  -0.44

Computed properties:
Kohn-Sham gap (eV): 9.958
Structure (SMILES): c1ccc(-c2ncco2)nc1
E_LUMO (eV): 0.601


Least stable structure: (w)


(w)
DFT (the ωB97M-V functional and the def2-TZVPD basis) results for a single C5H6ClN molecule.

Last column: natural (NBO) charge in e.
Geometry (Å):
C1 -3.52 0.55 -0.20  0.26
C2 0.05 0.43 -0.10  -0.13
C3 -1.22 0.33 0.26  -0.21
C4 1.02 -0.73 0.15  -0.66
C5 -2.30 1.33 -0.02  -0.33
N1 -4.49 -0.06 -0.45  -0.29
Cl1 -2.57 2.33 1.41  0.01
H1 0.33 1.20 -0.75  0.20
H2 -1.58 -0.50 0.85  0.21
H3 0.89 -1.05 1.23  0.23
H4 2.13 -0.44 -0.07  0.23
H5 0.60 -1.62 -0.46  0.24
H6 -2.24 1.85 -0.93  0.26

Computed properties:
Kohn-Sham gap (eV): 10.764
Structure (SMILES): C/C=C/[C@H](Cl)C#N
E_LUMO (eV): 0.603


(x)
DFT (the ωB97M-V functional and the def2-TZVPD basis) results for a molecular structure, C5H6ClN.

Last column: natural (NBO) charge in e.
Geometry (Å):
C1 -0.86 -0.73 -0.17  -0.20
C2 0.06 -0.34 0.96  -0.16
C3 0.17 -0.10 -0.99  -0.12
C4 0.37 1.30 -0.62  -0.21
C5 0.11 1.18 0.76  -0.13
H1 -0.79 -1.80 -0.43  0.23
H2 -0.24 -0.51 2.04  0.23
H3 1.36 -1.79 0.27  0.35
H4 0.32 -0.47 -1.96  0.21
H5 0.79 1.93 -1.36  0.23
H6 -0.07 1.89 1.51  0.22
N1 1.19 -0.67 0.06  -0.59
Cl1 -2.42 0.10 -0.06  -0.06

Computed properties:
Kohn-Sham gap (eV): 9.822
E_LUMO (eV): 0.888


Least stable structure: (x)


(w)
DFT (the ωB97M-V functional and the def2-TZVPD basis) results for 2 unconnected molecules or ions with the total composition C4H3O2.

Last column: natural (NBO) charge in e.
Geometry (Å):
C1 -3.56 0.41 0.01  -0.28
C2 -2.42 0.04 -0.03  0.14
C3 2.65 0.16 0.16  0.17
C4 0.53 -0.94 -0.17  0.87
O1 -0.66 -1.11 -0.15  -0.32
O2 1.51 -0.26 -0.26  -0.34
H1 -4.28 1.13 -0.11  0.26
H2 3.44 0.26 -0.69  0.26
H3 2.79 0.29 1.23  0.24

Computed properties:
Kohn-Sham gap (spin up / spin down) (eV): 5.429 / 5.453
Total charge: +1
E_LUMO (spin up / spin down) (eV): -8.512 / -8.506


(x)
DFT (the ωB97M-V functional and the def2-TZVPD basis) results for a gas-phase ion, C4H3O2 (charge +1).

Last column: natural (NBO) charge in e.
Geometry (Å):
C1 1.05 -0.12 -0.41  0.29
C2 -1.01 0.81 0.63  -0.20
C3 0.03 0.64 -0.09  0.00
C4 -1.90 -0.45 0.54  0.65
O1 1.58 -0.93 0.34  -0.54
O2 -2.15 -0.50 -0.60  -0.27
H1 1.48 0.19 -1.36  0.22
H2 -1.55 1.67 0.90  0.30
H3 2.48 -1.32 0.04  0.55

Computed properties:
Kohn-Sham gap (spin up / spin down) (eV): 6.945 / 7.909
Total charge: +1
E_LUMO (spin up / spin down) (eV): -7.845 / -7.216


Least stable structure: (w)